1 | Below is a cluster of 5 separate species, C2H16N2O4 in total, with properties calculated with the ωB97M-V functional and the def2-TZVPD basis.

Positions of all 24 atoms, in Å:
O  0.560  -2.283  -2.001
O  1.361  2.470  2.079
O  0.774  -2.326  1.231
O  0.797  -0.016  2.640
N  -1.772  -0.360  0.020
N  0.623  1.101  -0.767
C  -1.610  0.201  -1.358
C  -0.703  1.417  -1.370
H  0.579  0.330  -0.140
H  0.685  -0.400  3.374
H  0.997  1.918  -0.342
H  -1.124  2.390  -0.951
H  1.395  1.494  2.106
H  -2.656  -0.438  0.348
H  0.588  -0.771  1.998
H  -1.206  -0.618  -2.066
H  0.294  -2.243  0.384
H  2.182  2.786  1.799
H  1.601  -2.758  1.159
H  0.477  -2.741  -2.849
H  0.172  -1.455  -1.838
H  -2.533  0.433  -1.841
H  -1.158  0.154  0.765
H  -0.323  1.717  -2.381

Values from the calculation:
2S+1   1
E_HOMO   -0.3318 Eh
Lowest unoccupied orbital energy   0.69 eV

---

2 | Below is a cluster of 5 separate species, C2H16N2O4 in total, with properties calculated with the ωB97M-V functional and the def2-TZVPD basis.

Positions of all 24 atoms, in Å:
O  -0.358  1.647  3.549
O  -2.172  0.295  1.610
O  1.438  0.581  -2.356
O  -0.423  -0.720  -3.880
N  0.847  -1.040  -0.272
N  0.388  0.965  1.052
C  -0.457  -1.659  -0.604
C  0.931  -0.389  1.045
H  0.417  -0.993  1.795
H  -1.111  -0.841  -0.894
H  0.327  1.586  4.222
H  -0.522  0.895  0.603
H  2.001  -0.402  1.228
H  -0.292  -2.355  -1.427
H  0.918  1.646  0.515
H  2.363  0.483  -2.626
H  1.384  -0.055  -1.564
H  1.646  -1.647  -0.395
H  0.060  1.594  2.628
H  -0.628  -0.244  -4.688
H  -3.134  0.275  1.568
H  0.029  -0.054  -3.319
H  -0.879  -2.180  0.260
H  -1.985  0.586  2.516

Values from the calculation:
2S+1   1
E_HOMO   -0.3524 Eh
Lowest unoccupied orbital energy   0.69 eV

---

Question: which arrangement is favored energetically? Ranking from most to least stable: 2, 1.

---

1 | Below is an isolated molecule of CH2N4S, with properties calculated with the ωB97M-V functional and the def2-TZVPD basis.

Positions of all 8 atoms, in Å:
S  -0.629  -0.966  -1.547
N  0.041  0.931  1.713
N  -0.842  0.215  0.939
N  1.158  0.308  0.032
N  1.172  1.033  1.179
C  -0.126  -0.153  -0.105
H  1.966  0.394  -0.631
H  -1.856  -1.438  -1.034

Values from the calculation:
2S+1   1
E_HOMO   -0.3619 Eh
Lowest unoccupied orbital energy   0.42 eV

---

2 | Below is a cluster of 2 separate species, CH2N4S in total, with properties calculated with the ωB97M-V functional and the def2-TZVPD basis.

Positions of all 8 atoms, in Å:
S  -1.866  0.118  1.397
N  -0.078  1.404  -0.172
N  0.206  -0.723  -0.050
N  0.806  1.030  -1.150
N  0.925  -0.283  -0.936
C  -0.544  0.341  0.293
H  -0.754  -1.141  2.423
H  1.305  -0.747  -1.806

Values from the calculation:
2S+1   1
E_HOMO   -0.3481 Eh
Lowest unoccupied orbital energy   -1.32 eV

---

Question: which arrangement is favored energetically? Ranking from most to least stable: 1, 2.

---

1 | Below is a cluster of 2 separate species, C6H15NO in total, with properties calculated with the ωB97M-V functional and the def2-TZVPD basis.

Positions of all 23 atoms, in Å:
O  -3.698  0.071  0.220
N  -1.146  1.159  -0.448
C  0.493  -0.390  0.567
C  0.465  -1.826  -1.443
C  1.977  -0.384  0.833
C  0.689  2.213  0.656
C  -0.003  0.983  0.108
C  -0.238  -1.493  -0.145
H  2.262  0.397  1.524
H  2.339  -1.312  1.287
H  -0.287  -2.321  0.574
H  2.500  -0.292  -0.113
H  1.466  -2.209  -1.313
H  1.494  2.561  0.010
H  -1.284  -1.216  -0.175
H  -2.851  0.418  -0.130
H  1.123  2.029  1.632
H  0.593  -0.859  -1.934
H  -4.414  0.478  -0.272
H  -1.200  1.385  -1.426
H  -0.169  0.063  1.395
H  -0.059  -2.449  -2.157
H  -0.053  2.993  0.750

Values from the calculation:
2S+1   1
E_HOMO   -0.2930 Eh
Lowest unoccupied orbital energy   0.64 eV

---

2 | Below is a structure of composition C6H15NO, with properties calculated with the ωB97M-V functional and the def2-TZVPD basis.

Positions of all 23 atoms, in Å:
O  2.859  1.634  1.739
N  -0.811  -1.427  0.861
C  2.626  0.111  -0.052
C  1.955  0.843  1.069
C  -0.957  1.193  -1.094
C  0.642  0.803  1.317
C  -1.824  -1.066  0.140
C  -2.260  -1.710  -1.130
H  -0.232  -2.150  0.435
H  1.894  -0.431  -0.645
H  -2.516  -0.376  0.610
H  -1.436  -2.235  -1.615
H  -2.035  1.325  -1.176
H  -0.616  0.504  -1.865
H  -0.271  0.956  -0.001
H  0.002  -0.395  1.157
H  -3.056  -2.431  -0.923
H  3.152  0.816  -0.697
H  2.404  2.083  2.462
H  0.262  1.360  2.173
H  -2.662  -0.967  -1.819
H  -0.481  2.155  -1.288
H  3.359  -0.595  0.344

Values from the calculation:
2S+1   1
E_HOMO   -0.2808 Eh
Lowest unoccupied orbital energy   0.92 eV

---

Question: which arrangement is favored energetically? Ranking from most to least stable: 1, 2.